A 10-piece molecular cluster, C60H135N5O20S5 overall in a non-equilibrium geometry. Source: the OMol25 dataset; level of theory: ωB97M-V/def2-TZVPD.

Structure (XYZ):
```
225
Properties=species:S:1:pos:R:3
C 3.544 -27.791 7.153
C 2.595 -26.671 7.524
C 1.350 -26.873 6.659
C 2.116 -26.744 8.989
C 3.030 -26.051 9.979
C 3.434 -24.701 9.426
C 4.104 -24.699 8.088
C 4.313 -23.288 7.557
C 5.460 -25.454 8.303
N 3.082 -25.345 7.153
O 3.416 -25.265 5.749
H 3.047 -28.672 7.582
H 3.605 -27.905 6.072
H 4.548 -27.713 7.511
H 0.947 -27.886 6.910
H 0.544 -26.194 6.831
H 1.563 -26.910 5.603
H 1.116 -26.309 9.093
H 2.044 -27.780 9.154
H 2.364 -26.055 10.879
H 3.833 -26.700 10.191
H 4.113 -24.183 10.103
H 2.519 -24.120 9.440
H 4.860 -23.279 6.651
H 4.971 -22.655 8.200
H 3.362 -22.769 7.322
H 6.172 -24.741 8.810
H 5.890 -25.740 7.358
H 5.249 -26.273 9.002
H 4.054 -25.945 5.465
C 5.770 -25.338 12.371
C 6.744 -26.172 13.181
C 6.056 -27.114 14.080
C 7.544 -27.041 12.172
C 8.713 -27.791 12.832
C 9.563 -26.730 13.450
C 8.867 -25.860 14.451
C 8.650 -26.773 15.769
C 9.839 -24.796 14.870
N 7.695 -25.235 13.848
O 7.077 -24.306 14.724
H 5.124 -24.874 13.110
H 6.321 -24.648 11.681
H 5.102 -25.940 11.808
H 5.396 -27.741 13.541
H 6.760 -27.756 14.620
H 5.406 -26.564 14.748
H 6.841 -27.732 11.684
H 7.889 -26.428 11.387
H 8.456 -28.577 13.518
H 9.228 -28.267 12.014
H 9.950 -26.088 12.666
H 10.466 -27.042 14.095
H 8.427 -27.821 15.590
H 7.861 -26.297 16.337
H 9.598 -26.690 16.274
H 9.322 -24.167 15.623
H 9.954 -24.163 13.960
H 10.845 -25.237 15.151
H 6.661 -24.843 15.408
C 10.890 -29.315 7.065
C 9.703 -30.038 7.670
C 10.235 -31.140 8.619
C 8.791 -29.021 8.277
C 8.050 -28.109 7.282
C 7.241 -29.017 6.390
C 8.071 -30.048 5.688
C 7.130 -31.074 5.124
C 8.924 -29.447 4.535
N 8.847 -30.731 6.708
O 9.568 -31.714 6.019
H 11.640 -29.930 6.584
H 10.536 -28.496 6.429
H 11.429 -28.896 7.922
H 10.864 -30.652 9.399
H 9.397 -31.775 9.020
H 10.922 -31.851 8.145
H 8.003 -29.563 8.906
H 9.311 -28.438 9.043
H 7.469 -27.375 7.887
H 8.750 -27.440 6.661
H 6.689 -28.462 5.607
H 6.430 -29.540 6.920
H 6.449 -30.577 4.394
H 6.489 -31.487 5.967
H 7.724 -31.869 4.650
H 9.792 -30.063 4.240
H 9.307 -28.469 4.766
H 8.251 -29.263 3.705
H 10.334 -31.207 5.572
C 3.986 -30.067 10.193
C 4.111 -31.546 10.736
C 4.648 -31.452 12.159
C 2.734 -32.282 10.733
C 2.313 -33.070 9.451
C 3.533 -33.811 8.967
C 4.753 -32.890 8.708
C 5.909 -33.730 8.249
C 4.471 -31.810 7.654
N 5.110 -32.379 10.058
O 6.349 -31.676 10.106
H 3.107 -30.004 9.484
H 3.925 -29.428 11.079
H 4.979 -29.849 9.705
H 4.028 -30.946 12.892
H 5.024 -32.364 12.596
H 5.560 -30.741 12.110
H 2.787 -32.975 11.566
H 1.942 -31.624 11.076
H 1.382 -33.656 9.590
H 2.030 -32.384 8.681
H 3.388 -34.386 8.035
H 3.739 -34.475 9.807
H 6.543 -33.366 7.456
H 5.564 -34.800 7.936
H 6.598 -33.878 9.081
H 5.227 -31.072 7.757
H 3.494 -31.348 7.937
H 4.284 -32.284 6.669
H 6.793 -32.045 10.928
C 1.406 -30.208 0.504
C 0.239 -30.545 1.419
C -0.944 -29.722 0.875
C -0.095 -31.968 1.410
C 0.761 -32.939 2.149
C 0.872 -32.384 3.569
C 1.407 -30.945 3.679
C 1.244 -30.540 5.146
C 2.868 -30.797 3.260
N 0.389 -30.099 2.853
O 0.828 -28.710 2.870
H 1.956 -29.347 0.826
H 2.210 -30.948 0.481
H 1.057 -30.154 -0.540
H -0.614 -28.739 0.660
H -1.332 -30.128 -0.076
H -1.599 -29.808 1.699
H -1.142 -32.101 1.812
H -0.111 -32.231 0.318
H 0.253 -33.908 2.319
H 1.696 -33.003 1.693
H 1.557 -33.018 4.157
H -0.092 -32.554 4.099
H 1.512 -29.510 5.334
H 1.852 -31.201 5.707
H 0.168 -30.697 5.366
H 2.985 -29.833 2.812
H 3.253 -31.517 2.532
H 3.488 -30.818 4.200
H 0.020 -28.380 3.356
C -1.555 -22.210 9.154
C -0.143 -22.666 9.198
O 0.637 -21.872 8.235
S 1.403 -20.557 8.816
C 1.541 -19.704 7.302
O 0.558 -20.005 9.802
O 2.754 -20.920 9.196
H -1.797 -22.321 8.135
H -1.720 -21.171 9.429
H -2.162 -22.932 9.771
H 0.393 -22.565 10.168
H 0.053 -23.683 8.852
H 0.587 -19.644 6.821
H 2.294 -20.184 6.679
H 1.731 -18.651 7.489
C 6.059 -29.801 1.257
C 6.140 -28.368 0.901
O 6.124 -27.484 2.048
S 4.775 -27.082 2.667
C 4.997 -25.331 2.462
O 3.718 -27.574 1.772
O 4.725 -27.505 4.026
H 6.132 -30.380 0.364
H 5.105 -29.959 1.815
H 6.996 -30.018 1.903
H 7.067 -28.098 0.337
H 5.392 -28.144 0.171
H 5.083 -25.161 1.369
H 5.897 -24.984 3.021
H 4.095 -24.915 2.842
C 1.041 -25.469 1.520
C -0.473 -25.674 1.635
O -0.645 -26.158 3.052
S -2.001 -25.865 3.808
C -3.007 -27.133 3.068
O -1.730 -26.250 5.154
O -2.517 -24.574 3.485
H 1.265 -25.271 0.391
H 1.588 -26.394 1.834
H 1.229 -24.585 2.131
H -1.038 -24.731 1.530
H -0.882 -26.460 0.955
H -3.155 -26.981 2.046
H -3.910 -27.274 3.636
H -2.543 -28.079 3.248
C 10.627 -23.719 10.355
C 9.197 -23.875 11.029
O 8.253 -23.277 10.144
S 7.819 -21.754 10.368
C 6.422 -21.825 11.372
O 8.954 -21.048 10.980
O 7.376 -21.181 9.129
H 11.324 -24.428 10.832
H 11.069 -22.711 10.567
H 10.546 -23.921 9.286
H 8.990 -24.942 10.992
H 9.177 -23.470 12.064
H 5.749 -22.436 10.866
H 6.139 -20.729 11.383
H 6.652 -22.168 12.405
C 5.084 -20.563 5.661
C 4.400 -21.376 4.583
O 2.933 -21.369 4.741
S 2.084 -22.312 3.824
C 1.186 -23.281 4.974
O 1.178 -21.471 3.066
O 2.983 -23.139 3.076
H 6.141 -20.664 5.388
H 4.793 -20.873 6.689
H 4.934 -19.520 5.516
H 4.661 -20.859 3.634
H 4.663 -22.455 4.495
H 0.315 -23.773 4.527
H 0.845 -22.654 5.749
H 1.958 -23.881 5.421
```

Results
- ΔE to the lowest compared entry with this formula, charge and spin (eV) = 1.155
- charge = 0
- LUMO (Ha) = 0.0121
- HOMO-LUMO gap (eV) = 8.7995
- SMILES string = CC1(C)CCCC(C)(C)N1O.CC1(C)CCCC(C)(C)N1O.CC1(C)CCCC(C)(C)N1O.CC1(C)CCCC(C)(C)N1O.CC1(C)CCCC(C)(C)N1O.CCOS(C)(=O)=O.CCOS(C)(=O)=O.CCOS(C)(=O)=O.CCOS(C)(=O)=O.CCOS(C)(=O)=O

Here are the Löwdin charges for atoms 1 to 6, given in e:
1 C -0.0151
2 C -0.5028
3 C -0.0337
4 C -0.1181
5 C -0.1795
6 C -0.1404